[1]
# C4H6N2O

An isolated molecule of C4H6N2O (ωB97M-V/def2-TZVPD, the OMol25 dataset).

```
13
C4H6N2O | the OMol25 dataset | ωB97M-V/def2-TZVPD
H -2.04 -0.37 1.23
N -1.84 -0.83 0.34
C -0.89 -0.57 -0.36
C -0.69 -1.43 -2.01
N -0.71 -2.17 -2.90
C 0.11 0.36 -0.84
O 0.10 1.19 0.52
C 1.08 0.77 1.45
H -0.24 1.07 -1.58
H 1.10 -0.06 -0.98
H 0.93 -0.27 1.77
H 0.99 1.42 2.32
H 2.09 0.88 1.04
```

Multiplicity = 1
Net charge = 0

=====

[2]
# C4H6N2O

A cluster of 2 separate species, C4H6N2O in total (ωB97M-V/def2-TZVPD, the OMol25 dataset).

```
13
C4H6N2O | the OMol25 dataset | ωB97M-V/def2-TZVPD
C 1.27 -0.93 0.99
C 1.28 1.85 0.14
C 0.32 1.00 0.15
C -1.05 -0.70 -0.84
N 1.77 -1.96 0.97
N -0.88 0.67 -0.33
O -1.61 -1.70 -0.02
H 1.31 2.87 -0.23
H 2.09 1.82 0.85
H -0.11 -1.21 -1.02
H -1.86 -0.63 -1.65
H -1.59 0.77 0.36
H -0.94 -1.85 0.62
```

Multiplicity = 1
Net charge = 0

=====

[3]
# C4H6N2O

An isolated molecule of C4H6N2O (ωB97M-V/def2-TZVPD, the OMol25 dataset).

```
13
C4H6N2O | the OMol25 dataset | ωB97M-V/def2-TZVPD
C -1.73 0.89 1.07
C -0.59 0.24 0.38
N -0.69 0.33 -0.92
C 0.44 -0.20 -1.47
C 1.24 -0.65 -0.46
O 2.44 -1.26 -0.44
N 0.59 -0.38 0.72
H -2.25 0.30 1.84
H -2.22 1.00 0.07
H -1.47 1.87 1.48
H 0.56 -0.19 -2.54
H 2.71 -1.35 -1.36
H 0.96 -0.59 1.64
```

Multiplicity = 1
Net charge = 0

=====

[4]
# C4H6N2O

An isolated molecule of C4H6N2O (ωB97M-V/def2-TZVPD, the OMol25 dataset).

```
13
C4H6N2O | the OMol25 dataset | ωB97M-V/def2-TZVPD
C -0.07 -0.69 1.92
N 0.80 -0.71 0.74
C 0.41 0.12 -0.35
C -0.92 0.33 -0.64
O -1.05 0.67 -2.04
C 0.27 0.91 -2.32
N 1.12 0.47 -1.43
H -0.26 0.43 2.39
H -1.05 -1.14 1.47
H 0.29 -1.54 2.60
H 1.74 -0.20 1.18
H -1.83 0.00 -0.21
H 0.55 1.36 -3.29
```

Multiplicity = 1
Net charge = 0

=====

no.,HOMO energy (eV),F_max (Eh/bohr)
1,-10.36,0.1263
2,-10.39,0.0672
3,-7.97,0.0394
4,-8.61,0.1179